C18H39CaGeNSbSe4Si3 as an isolated structure, computed with ωB97M-V with the def2-TZVPD basis set.

Results
- frontier orbital gap (alpha / beta) (hartree) = 0.2245 / 0.1552
- relative energy (zero: lowest compared OMol25 entry of this formula, charge and spin) (kcal per mole) = 14.64
- E (hartree) = -14233.2558
- multiplicity = 2
- expectation value of S² = 0.774
- F_max (Eh/bohr) = 0.01764
- total charge = -2

Last column: Mulliken charge in e.
Element x y z (Å)
Ca  1.762  -1.083  -1.171  0.266
Se  3.746  -4.991  -4.920  -0.523
Sb  3.140  -3.814  -2.857  0.900
Se  4.225  -1.590  -2.636  -0.632
Se  0.720  -3.304  -2.627  -0.571
Se  3.786  -5.371  -1.058  -0.548
C  1.740  -2.466  1.993  -0.921
N  2.534  -1.503  1.237  0.929
C  3.936  -1.934  1.182  -1.057
C  2.452  -0.161  1.851  0.356
C  3.074  0.912  0.979  0.384
C  4.028  1.773  1.523  -0.477
C  4.601  2.773  0.746  -0.572
C  4.212  2.898  -0.581  -0.385
C  3.259  2.025  -1.105  -0.579
C  2.631  1.006  -0.361  0.268
H  2.101  -2.557  3.031  0.314
H  1.798  -3.445  1.517  0.275
H  0.697  -2.147  2.008  0.030
H  4.381  -1.916  2.192  0.269
H  4.509  -1.277  0.533  0.302
H  4.002  -2.947  0.783  0.121
H  2.927  -0.187  2.845  0.318
H  1.391  0.060  1.991  -1.166
H  4.334  1.663  2.562  0.294
H  5.348  3.437  1.171  0.336
H  4.665  3.664  -1.206  0.339
H  2.999  2.154  -2.157  0.277
C  -1.397  0.507  3.152  -1.146
Si  -1.393  1.448  1.509  0.224
C  -0.072  2.790  1.648  -1.055
C  -3.034  2.390  1.527  -1.120
Ge  -0.964  -0.029  -0.301  0.894
Si  -2.752  -1.580  -0.004  0.296
C  -3.163  -2.518  -1.587  -0.950
C  -4.413  -0.904  0.620  -1.085
C  -2.256  -2.886  1.265  -1.151
Si  -1.761  1.218  -2.157  0.262
C  -1.649  0.183  -3.731  -0.963
C  -3.527  1.897  -2.138  -1.011
C  -0.652  2.718  -2.421  -0.910
H  -1.552  1.196  3.992  0.422
H  -0.451  -0.021  3.314  0.282
H  -2.198  -0.241  3.168  0.196
H  0.082  3.095  2.691  0.375
H  -0.375  3.676  1.078  0.364
H  0.886  2.454  1.240  0.049
H  -3.138  2.959  2.461  0.351
H  -3.888  1.713  1.437  0.219
H  -3.079  3.096  0.693  0.212
H  -3.746  -1.895  -2.273  0.211
H  -3.744  -3.423  -1.365  0.332
H  -2.249  -2.824  -2.107  0.126
H  -4.703  -0.005  0.067  0.225
H  -4.351  -0.637  1.682  0.281
H  -5.209  -1.653  0.504  0.366
H  -1.397  -3.457  0.898  0.210
H  -3.080  -3.588  1.452  0.386
H  -1.974  -2.425  2.218  0.266
H  -2.488  -0.516  -3.804  0.237
H  -0.735  -0.418  -3.747  0.185
H  -1.656  0.822  -4.623  0.377
H  -4.252  1.113  -1.894  0.183
H  -3.787  2.310  -3.122  0.388
H  -3.632  2.690  -1.394  0.267
H  0.389  2.402  -2.548  0.063
H  -0.678  3.385  -1.553  0.213
H  -0.958  3.285  -3.309  0.384